A molecular structure, C65H53BrF4N5OP2PdTe. Source: the Open Molecules 2025 dataset; level of theory: ωB97M-V with the def2-TZVPD basis set.

```
133
Properties=species:S:1:pos:R:3:forces:R:3
Pd 1.264 -0.705 -0.127 1.322 2.408 -0.815
F 7.407 -0.254 4.140 -0.128 -0.013 0.010
C 6.112 -0.461 3.972 -0.386 -0.025 0.036
C 5.244 -0.456 5.068 0.035 -0.038 -0.291
F 5.705 -0.246 6.291 0.010 0.012 -0.102
C 3.890 -0.673 4.852 0.190 -0.057 -0.368
F 3.062 -0.646 5.897 0.184 0.107 0.307
C 3.354 -0.926 3.592 -0.102 0.058 0.309
P 1.525 -1.116 3.468 0.299 0.013 0.358
C 0.940 0.568 3.809 0.004 -0.527 0.089
C 0.722 1.377 2.700 -0.006 -0.230 -0.259
C 0.382 2.706 2.873 0.068 0.011 0.063
C 0.272 3.230 4.152 -0.022 0.059 0.013
C 0.456 2.415 5.258 0.056 0.043 0.073
C 0.786 1.082 5.092 -0.030 -0.034 -0.068
C 0.972 -2.269 4.743 0.128 0.644 -0.226
C -0.380 -2.197 5.064 0.003 0.005 -0.041
C -0.910 -3.074 5.993 -0.106 -0.020 0.038
C -0.088 -4.009 6.607 -0.014 0.018 -0.031
C 1.256 -4.081 6.277 0.088 -0.068 -0.022
C 1.792 -3.217 5.336 -0.038 0.036 -0.060
C 4.231 -0.908 2.511 0.038 -0.069 0.093
Br 3.693 -1.254 0.732 0.861 -0.209 0.442
C 5.592 -0.682 2.701 -0.361 0.003 -0.021
F 6.399 -0.684 1.644 0.278 0.024 0.209
H 0.816 0.945 1.702 -0.073 0.188 0.347
H 0.218 3.333 2.010 -0.013 0.109 -0.088
H 0.044 4.276 4.292 -0.075 0.106 0.005
H 0.363 2.821 6.254 -0.055 0.038 0.053
H 0.919 0.446 5.953 0.032 -0.041 0.109
H -1.002 -1.453 4.577 -0.086 -0.006 0.093
H -1.958 -3.018 6.248 -0.067 -0.018 0.037
H -0.495 -4.684 7.346 -0.030 -0.019 0.035
H 1.894 -4.807 6.757 0.037 -0.089 0.041
H 2.837 -3.271 5.065 0.083 -0.056 0.063
C 5.946 2.728 0.854 0.027 -0.045 -0.100
C 4.812 3.351 1.354 0.140 -0.004 0.098
C 3.567 3.048 0.835 -0.268 -0.023 -0.141
C 3.450 2.120 -0.198 0.019 -0.024 -0.464
C 4.594 1.511 -0.714 -0.180 0.033 -0.106
C 5.836 1.822 -0.191 0.047 0.003 -0.021
P 1.817 1.650 -0.840 -0.366 -1.103 0.913
C 1.420 2.942 -2.001 0.497 -0.364 0.146
C 2.327 3.961 -2.327 0.080 0.127 -0.140
C 1.952 4.965 -3.196 0.279 0.176 0.023
C 0.678 4.987 -3.749 -0.022 -0.200 0.116
C -0.226 3.979 -3.437 -0.120 0.055 -0.018
C 0.147 2.965 -2.583 -0.290 -0.325 0.139
C 2.308 -0.223 -3.505 1.741 0.106 -0.322
C 3.310 0.445 -4.229 -1.578 -0.418 0.646
C 4.616 -0.014 -4.102 0.975 -0.498 0.222
C 4.970 -1.122 -3.331 -0.356 0.320 -0.242
C 3.984 -1.834 -2.615 -0.705 0.242 0.099
C 4.091 -3.044 -1.894 -0.816 -0.788 0.377
C 2.948 -3.651 -1.340 2.114 0.039 -0.419
C 1.668 -3.136 -1.432 -1.154 2.037 -1.329
C 1.508 -1.889 -2.132 2.288 -1.869 0.751
C 2.693 -1.300 -2.693 -0.220 -0.312 0.387
H 6.921 2.945 1.264 0.043 0.095 0.055
H 4.903 4.083 2.144 -0.028 0.014 0.082
H 2.686 3.537 1.225 -0.079 0.071 0.108
H 4.512 0.795 -1.522 0.008 -0.010 0.016
H 6.718 1.352 -0.603 0.055 -0.036 0.028
H 3.318 3.955 -1.900 0.076 0.015 0.018
H 2.660 5.742 -3.444 0.023 0.055 -0.012
H 0.394 5.783 -4.420 -0.020 0.089 -0.062
H -1.224 3.996 -3.854 -0.038 -0.011 -0.047
H -0.552 2.165 -2.354 0.185 0.245 -0.045
H 3.063 1.279 -4.867 0.043 0.109 -0.154
H 5.398 0.487 -4.655 0.026 0.046 -0.008
H 5.993 -1.457 -3.289 0.227 0.007 -0.106
H 5.046 -3.541 -1.818 0.092 -0.054 0.108
H 3.074 -4.596 -0.830 0.077 -0.054 0.028
H 0.819 -3.722 -1.103 0.069 0.153 0.084
N -1.792 0.846 -5.519 0.008 -0.152 -0.079
C -1.031 -0.005 -4.794 0.244 -0.427 -0.188
N -1.499 -1.281 -4.609 0.324 0.108 -0.292
N 0.083 0.440 -4.289 -0.127 1.095 -0.168
C 0.873 -0.257 -3.472 -1.786 -2.601 1.182
N 0.407 -1.251 -2.607 -0.696 2.124 -2.641
H -2.497 0.486 -6.140 -0.138 0.040 0.086
H -1.378 1.732 -5.756 0.100 -0.064 -0.048
H -2.007 -1.708 -5.369 -0.127 0.106 0.022
H -0.840 -1.884 -4.125 0.005 0.058 0.036
C -6.054 1.985 2.901 -0.093 0.004 0.070
C -5.160 1.559 1.786 0.133 -0.222 -0.226
C -4.020 2.278 1.449 -0.163 -0.124 -0.033
C -3.191 1.883 0.411 0.158 -0.179 -0.290
C -1.985 2.700 0.082 0.001 0.027 0.003
C -3.513 0.735 -0.326 -0.056 0.035 0.087
Te -2.315 0.141 -1.989 -1.515 0.544 0.356
N -0.895 -0.619 0.080 -0.590 -1.148 0.891
C -0.891 -1.761 0.346 -0.572 1.863 -0.251
O 1.115 -1.589 2.119 -0.276 -0.247 0.024
C -1.209 -3.124 0.437 -0.315 -1.398 0.014
C -1.712 -3.712 -0.740 0.122 0.221 0.381
C -2.014 -5.056 -0.749 -0.037 -0.145 0.014
C -1.835 -5.818 0.400 0.067 0.078 0.020
C -1.368 -5.231 1.569 -0.063 -0.126 -0.107
C -1.046 -3.889 1.597 0.062 0.356 -0.130
C -4.020 0.133 -3.285 0.063 -0.149 -0.019
C -4.370 -1.060 -3.909 0.119 -0.143 0.088
C -5.449 -1.120 -4.769 -0.002 -0.065 -0.024
C -6.195 0.024 -5.007 0.029 0.034 0.028
C -5.860 1.204 -4.371 -0.043 -0.036 -0.051
C -4.776 1.282 -3.504 0.137 -0.030 0.079
C -4.457 2.581 -2.838 -0.047 0.049 0.034
C -4.634 -0.027 0.023 0.099 -0.115 -0.152
C -4.974 -1.307 -0.677 -0.123 -0.025 -0.012
C -5.439 0.399 1.067 0.104 0.248 0.062
H -5.695 2.897 3.370 -0.027 0.044 0.067
H -6.117 1.200 3.655 -0.013 0.023 0.064
H -7.064 2.156 2.528 -0.056 0.048 0.034
H -3.778 3.171 2.007 0.078 0.106 0.055
H -1.779 3.405 0.881 0.089 0.063 0.052
H -2.140 3.278 -0.830 0.045 0.068 -0.102
H -1.115 2.054 -0.054 0.133 0.024 0.039
H -1.838 -3.099 -1.625 0.057 -0.021 -0.043
H -2.382 -5.518 -1.651 -0.053 -0.053 -0.083
H -2.050 -6.874 0.381 -0.078 -0.113 0.002
H -1.245 -5.827 2.461 0.018 -0.040 0.053
H -0.664 -3.433 2.498 0.063 0.064 -0.038
H -3.801 -1.958 -3.701 -0.055 -0.045 -0.021
H -5.714 -2.051 -5.244 -0.024 -0.122 -0.039
H -7.035 -0.006 -5.683 -0.109 -0.006 -0.060
H -6.449 2.091 -4.549 -0.062 0.141 -0.036
H -4.696 3.419 -3.490 0.069 0.073 -0.030
H -3.398 2.618 -2.576 -0.030 0.263 0.038
H -5.048 2.692 -1.928 0.101 0.048 0.103
H -4.068 -1.809 -1.025 -0.143 -0.160 0.008
H -5.615 -1.115 -1.539 0.004 -0.098 0.003
H -5.507 -1.977 -0.005 0.049 -0.070 0.000
H -6.304 -0.191 1.337 -0.076 -0.097 0.022
```
Forces are in eV/Å.

Values from the calculation:
LUMO level (spin up / spin down), eV: -6.8066 / -7.2910
Max |F|, eV/Å: 3.46
E, eV: -188011.6863
Multiplicity: 2
Total charge: +2
Frontier orbital gap (spin up / spin down), eV: 4.653 / 4.125